This record from the Open Molecules 2025 dataset describes C17H17BrN4O2ReS as an isolated structure. The level of theory is ωB97M-V/def2-TZVPD.

The geometry in XYZ format:
```
43
Properties=species:S:1:pos:R:3:forces:R:3
Re 0.1824 -0.2382 -0.2755 0.147 -0.077 -0.721
C 4.6888 1.5588 -3.5343 -0.063 0.034 0.016
C 3.2502 1.5498 -4.0293 0.030 0.016 0.054
N 2.3292 2.2378 -3.1070 0.124 -0.070 -0.108
C 1.7645 1.7264 -2.0357 0.073 0.015 0.071
S 1.9908 -0.0169 -1.7218 -0.340 0.063 0.226
N 1.0777 2.5008 -1.2203 -0.119 -0.072 -0.059
N 0.5850 1.8019 -0.1696 0.019 0.182 0.070
C 0.2770 2.4569 0.9142 0.017 -0.011 0.093
C 0.3515 3.9323 0.9940 -0.052 0.030 0.094
C -0.0047 1.5621 2.0412 0.065 0.006 -0.091
C -0.2981 1.9469 3.3295 -0.020 0.086 0.148
C -0.4343 0.9742 4.3152 -0.011 0.024 0.025
C -0.2715 -0.3653 3.9940 0.005 0.028 0.028
C 0.0017 -0.7002 2.6850 0.043 0.056 -0.031
N 0.1314 0.2448 1.7377 -0.067 -0.253 -0.002
H 5.3370 1.1254 -4.2947 -0.004 -0.014 0.017
H 5.0274 2.5768 -3.3407 0.012 -0.018 -0.012
H 4.7992 0.9744 -2.6192 0.006 0.022 -0.012
H 3.1648 2.0607 -4.9853 -0.035 0.014 -0.009
H 2.8872 0.5331 -4.1766 -0.032 -0.008 -0.027
H 2.1945 3.2337 -3.2300 -0.003 0.000 0.016
H 1.2811 4.2788 0.5437 0.028 -0.014 0.000
H -0.4595 4.3725 0.4076 0.015 -0.001 -0.011
H 0.2830 4.2922 2.0162 -0.004 0.005 -0.019
H -0.4082 2.9946 3.5683 -0.014 -0.019 0.022
H -0.6601 1.2655 5.3327 0.003 0.008 -0.013
H -0.3567 -1.1423 4.7396 0.006 0.002 0.000
H 0.1277 -1.7311 2.3755 -0.023 0.010 -0.038
Br -2.5330 -0.2840 0.0025 0.153 0.048 -0.021
C -2.8228 -2.1864 0.2316 -0.063 -0.055 0.026
C -3.7560 -2.5506 1.1785 0.001 0.045 -0.011
C -4.0758 -3.9002 1.2870 -0.001 -0.019 -0.023
C -3.4898 -4.8316 0.4433 0.019 0.005 0.000
C -2.5639 -4.4313 -0.5106 -0.048 -0.054 -0.023
C -2.2085 -3.0931 -0.6222 0.029 0.219 0.046
C -1.1787 -2.7032 -1.6238 -0.113 -0.263 0.204
O -1.1031 -3.0854 -2.7350 0.067 0.028 -0.232
O -0.1957 -1.8918 -1.0699 0.146 -0.009 0.293
H -4.2427 -1.8116 1.8002 0.001 -0.016 0.003
H -4.8028 -4.2124 2.0245 0.003 0.003 -0.010
H -3.7578 -5.8764 0.5213 0.002 0.012 0.001
H -2.1085 -5.1485 -1.1817 -0.003 0.015 0.016
```
Forces are in eV/Å.

* 2S+1: 4
* net charge: +2
* energy relative to the best compared isomer or geometry (same formula, charge and spin): 20.4 kJ/mol
* orbital gap (alpha / beta): 0.2614 / 0.2263 Eh